# 1
Here is 4 unconnected molecules or ions with the total composition C48H95BrN5O3P from OMol25. Energies are from ωB97M-V/def2-TZVPD.

Calculated values
Structure (SMILES): CCCCCCCC[C@]1(P(CC)CC)C(=O)N[C@@](CN)(CC(=O)Br)[C@H]1COc1cc(C)ccc1C(C)C.CCN(CC)CC.CCN(CC)CC.CCN(CC)CC
Multiplicity: 1
Gap between HOMO and LUMO in eV: 8.04

Geometry (Å):
Br  -1.188  5.210  -6.001
P  2.024  -0.973  -1.861
O  -1.982  2.570  -5.309
O  1.198  1.830  -5.307
O  0.595  1.292  0.463
N  -3.026  3.277  -2.189
N  -5.149  -3.369  5.775
N  -0.087  2.570  -1.309
N  -7.517  2.189  -1.764
N  7.342  -1.661  2.111
C  -6.830  2.125  -0.479
C  -5.770  1.031  -0.401
C  5.491  3.628  -5.844
C  -9.200  0.315  -1.321
C  3.744  1.540  -5.947
C  0.369  1.248  -0.779
C  3.621  -0.056  -6.241
C  3.032  -0.806  -0.271
C  1.334  0.978  -4.126
C  4.636  6.048  -5.034
C  9.234  -0.924  3.666
C  -0.729  -1.023  -1.427
C  2.830  3.916  -5.203
C  4.277  4.511  -5.360
C  -2.677  -3.006  5.665
C  -0.676  2.205  -2.653
C  5.183  2.136  -6.125
C  1.738  -2.769  -2.373
C  -1.348  3.551  -4.879
C  -5.094  -4.183  6.986
C  4.385  -0.304  -7.640
C  -7.010  -1.700  6.318
C  1.108  -2.962  -3.841
C  -6.469  -2.832  5.448
C  4.368  -0.766  -4.972
C  0.227  -0.319  4.290
C  7.924  -2.719  1.287
C  5.617  -1.081  3.827
C  4.340  0.085  -0.590
C  1.632  0.195  3.709
C  -9.526  3.572  -0.990
C  -4.074  -2.399  5.601
C  6.443  -2.165  3.144
C  0.026  0.889  -3.208
C  -8.144  0.954  -2.223
C  0.430  0.056  -1.849
C  8.859  -3.715  1.967
C  -0.579  3.588  -3.452
C  -5.091  -3.457  8.331
C  -1.755  -1.589  1.006
C  -1.338  -1.688  2.566
C  -0.460  -1.694  0.016
C  -8.330  3.395  -1.922
C  -2.250  1.997  -2.247
C  1.713  1.777  3.446
C  8.271  -0.612  2.521
C  2.515  2.413  -5.484
C  -0.987  -0.272  3.242
H  0.418  -1.362  4.745
H  -2.348  -0.625  0.855
H  2.035  4.646  -4.841
H  0.537  3.723  -3.736
H  -7.533  1.990  0.354
H  10.082  -1.520  3.328
H  5.702  6.018  -4.580
H  -7.199  -3.648  5.439
H  8.748  -1.444  4.495
H  -0.767  3.032  -0.672
H  2.318  2.026  2.491
H  6.059  1.475  -6.453
H  -4.425  -2.591  8.339
H  0.407  -1.231  0.595
H  -3.835  3.239  -2.841
H  -4.746  -4.139  9.115
H  4.881  -0.445  -1.467
H  -6.437  -2.476  4.410
H  -3.371  3.354  -1.217
H  0.673  2.239  3.295
H  2.217  1.365  -3.493
H  7.098  -3.283  0.835
H  9.644  0.010  4.065
H  -4.175  -1.937  4.613
H  2.422  -0.036  4.525
H  -8.581  1.114  -3.216
H  8.448  -2.268  0.438
H  8.450  -4.100  2.905
H  -10.361  2.930  -1.274
H  -7.671  4.262  -1.796
H  -1.770  -0.518  -1.341
H  -5.031  1.142  -1.200
H  4.728  6.654  -5.998
H  3.971  6.517  -4.236
H  -2.448  -3.405  6.657
H  4.440  0.656  -8.284
H  -0.253  -2.831  -0.062
H  2.784  -3.267  -2.402
H  -2.416  -2.519  0.807
H  -4.135  -1.585  6.337
H  -10.164  0.817  -1.411
H  2.536  -0.385  -6.360
H  4.911  -1.539  4.525
H  -7.360  -2.064  7.285
H  -7.355  0.213  -2.397
H  -5.920  -4.904  6.978
H  5.186  -1.484  -5.331
H  -1.931  -2.238  5.444
H  3.840  -1.077  -8.307
H  0.568  -2.019  -4.241
H  4.097  1.148  -0.932
H  -4.196  -4.809  6.937
H  1.934  -0.437  2.802
H  -6.318  3.078  -0.306
H  5.041  -0.506  3.097
H  -5.242  1.097  0.555
H  -9.274  3.378  0.056
H  -0.064  0.355  5.184
H  6.527  4.092  -5.931
H  5.735  -2.862  2.682
H  8.853  -0.282  1.653
H  -0.844  4.519  -2.838
H  -0.852  0.281  -3.643
H  7.688  0.272  2.801
H  -2.285  -2.077  3.108
H  -6.206  0.032  -0.461
H  3.433  -1.867  -0.026
H  -2.330  1.516  -1.196
H  9.840  -3.282  2.164
H  -8.680  3.461  -2.958
H  -0.867  -1.822  -2.253
H  -9.887  4.603  -1.045
H  -2.561  -3.808  4.931
H  9.019  -4.577  1.312
H  5.463  -0.660  -7.437
H  6.983  -2.731  3.915
H  5.096  0.078  0.287
H  1.526  -0.092  -4.524
H  2.450  -0.473  0.651
H  -6.272  -0.911  6.486
H  -9.358  -0.726  -1.622
H  1.114  -3.396  -1.650
H  -1.921  0.060  3.844
H  -0.540  -2.507  2.757
H  -7.869  -1.234  5.825
H  -6.092  -3.131  8.615
H  -2.735  1.262  -2.998
H  1.912  -3.244  -4.624
H  0.310  -3.801  -3.865
H  -0.870  0.504  2.408
H  4.915  0.045  -4.356
H  3.650  -1.353  -4.307
H  -8.906  0.307  -0.269
H  2.245  2.360  4.291
H  6.240  -0.392  4.403

=====

# 2
Here is 7 unconnected molecules or ions with the total composition C48H95Cl5N5O5 from OMol25. Energies are from ωB97M-V/def2-TZVPD.

Calculated values
Multiplicity: 6
Relative energy (zero: lowest compared OMol25 entry of this formula, charge and spin) in kcal/mol: 77.77
Gap between HOMO and LUMO (alpha / beta) in eV: 9.21 / 9.10

Geometry (Å):
Cl  14.579  19.363  18.056
Cl  25.566  19.778  16.877
Cl  18.840  19.384  18.899
Cl  25.848  17.253  15.352
Cl  24.890  19.761  14.033
O  27.427  12.441  20.719
O  20.863  28.017  12.604
O  20.143  14.348  13.869
O  32.679  15.597  8.091
O  35.228  22.159  21.137
N  20.391  28.475  13.885
N  32.620  16.562  9.143
N  19.662  13.252  13.071
N  25.991  12.819  20.862
N  35.453  20.951  20.271
C  24.936  18.788  15.550
C  36.304  19.920  20.885
C  20.523  28.494  16.400
C  18.259  12.749  13.404
C  24.176  14.368  21.649
C  18.778  10.759  11.892
C  21.331  11.481  13.509
C  19.761  29.812  13.853
C  21.410  26.596  15.172
C  17.238  13.917  13.396
C  33.440  17.486  11.290
C  25.692  13.966  21.794
C  20.163  29.977  16.408
C  19.988  11.386  11.423
C  17.768  11.805  12.302
C  16.312  19.723  17.919
C  31.199  18.188  10.373
C  18.033  11.980  14.660
C  19.262  30.174  15.252
C  32.977  20.242  20.253
C  35.764  19.353  22.254
C  34.973  16.168  9.830
C  25.392  10.678  19.693
C  21.690  12.998  11.580
C  34.283  20.523  19.488
C  26.557  15.099  21.406
C  30.135  15.968  9.831
C  36.467  18.707  19.985
C  34.590  19.306  18.562
C  30.600  17.539  8.074
C  25.872  13.796  23.335
C  25.095  11.598  20.951
C  32.029  17.955  11.620
C  33.166  15.023  11.179
C  35.181  18.113  19.358
C  20.588  30.966  13.247
C  22.630  28.695  15.182
C  33.859  21.677  18.552
C  37.701  20.373  21.155
C  25.242  10.674  22.190
C  17.142  18.733  18.748
C  23.150  13.214  21.712
C  33.500  16.288  10.363
C  21.230  28.136  15.085
C  31.184  17.010  9.344
C  18.430  29.721  13.054
C  23.626  12.003  20.833
C  20.661  12.356  12.454
H  33.802  15.016  12.064
H  23.267  28.158  15.885
H  22.369  12.245  11.180
H  17.142  17.723  18.338
H  22.912  12.957  22.744
H  35.044  15.224  9.291
H  26.419  15.502  20.403
H  29.131  16.243  9.508
H  29.632  18.023  8.204
H  27.597  14.784  21.499
H  37.824  20.832  22.136
H  30.357  15.036  9.311
H  18.966  31.222  15.216
H  35.330  17.275  18.677
H  33.593  22.615  19.040
H  34.523  17.650  20.093
H  31.491  17.291  12.297
H  32.986  21.433  17.948
H  18.338  29.644  15.483
H  25.370  11.169  18.720
H  25.957  14.763  23.832
H  20.664  10.561  11.195
H  22.142  10.874  13.106
H  23.904  18.592  15.841
H  37.014  17.883  20.443
H  32.206  14.986  11.693
H  23.283  12.053  19.799
H  17.401  14.545  12.520
H  19.725  27.761  16.519
H  38.454  19.589  21.084
H  21.823  12.126  14.237
H  24.705  9.834  19.754
H  17.416  12.354  11.428
H  20.984  30.686  16.306
H  37.859  21.228  20.497
H  35.168  17.039  9.203
H  23.870  15.113  22.384
H  20.720  10.807  14.109
H  20.080  31.919  13.400
H  22.029  26.267  16.007
H  35.854  20.056  23.083
H  26.320  10.606  22.333
H  22.303  13.706  12.138
H  19.828  11.841  10.445
H  30.173  18.402  10.670
H  23.223  28.561  14.278
H  16.183  13.646  13.347
H  18.703  29.378  12.056
H  21.957  26.232  14.302
H  24.874  11.073  23.136
H  21.193  28.388  17.253
H  31.515  19.083  9.837
H  32.199  19.967  19.541
H  33.992  17.317  12.214
H  16.454  20.738  18.289
H  30.564  16.774  7.299
H  24.125  14.816  20.657
H  31.192  18.310  7.580
H  21.208  13.615  10.822
H  32.830  21.174  20.799
H  20.857  30.840  12.199
H  18.456  10.125  11.065
H  25.121  13.180  23.829
H  35.750  15.958  10.565
H  18.428  12.504  15.531
H  16.670  19.694  16.890
H  33.994  18.316  10.851
H  19.584  30.158  17.314
H  33.395  14.090  10.663
H  16.759  18.601  19.759
H  24.827  9.669  22.112
H  20.423  26.147  15.068
H  35.218  19.581  17.715
H  17.948  30.691  12.929
H  34.731  19.022  22.156
H  26.797  13.257  23.538
H  22.219  13.535  21.245
H  16.967  11.790  14.791
H  19.018  10.146  12.761
H  32.041  18.823  12.279
H  21.611  30.975  13.623
H  22.707  29.773  15.326
H  32.972  19.406  20.953
H  16.953  11.158  12.626
H  17.696  29.046  13.493
H  26.295  10.118  19.935
H  33.697  18.976  18.031
H  23.150  11.142  21.303
H  30.146  15.709  10.889
H  18.603  11.053  14.598
H  17.432  14.618  14.208
H  34.686  21.854  17.864
H  36.256  18.411  22.494
H  37.151  18.959  19.175
H  26.517  15.960  22.073

=====

Number 1: energy -5300.36176 Eh. Number 2: energy -4836.29241 Eh.